{
  "formula": "C27H31ClPSiTi",
  "method": "the ωB97M-V functional and the def2-TZVPD basis",
  "e_homo_ev": [-6.938, -6.964],
  "largest_force_ev_per_a": 4.3,
  "e_above_lowest_kcal_mol": 33.1,
  "multiplicity": 2,
  "orbital_gap_ha": [0.2636, 0.2726],
  "lumo_energy_ha": [0.0086, 0.0166],
  "energy_ev": -81306.4006,
  "elements": ["C", "C", "C", "H", "C", "C", "H", "H", "H", "H", "Ti", "Cl", "P", "C", "C", "H", "C", "H", "C", "H", "C", "H", "C", "H", "C", "C", "H", "C", "H", "C", "H", "C", "H", "C", "H", "C", "C", "H", "C", "H", "C", "H", "C", "H", "C", "H", "C", "Si", "C", "C", "C", "H", "H", "H", "H", "H", "H", "H", "H", "H", "H", "H"],
  "coordinates": [[-0.683617, -2.130959, 2.817938], [-0.502846, -2.321390, 1.417866], [0.882904, -2.421170, 1.146250], [-1.274435, -2.508225, 0.663664], [1.597030, -2.288193, 2.377415], [0.627224, -2.071212, 3.437138], [0.859411, -1.801718, 4.477658], [-1.652705, -2.078648, 3.309082], [1.290957, -2.721773, 0.178748], [2.679005, -2.390511, 2.469040], [0.604249, -0.196097, 2.567940], [2.577556, 0.766748, 1.759036], [0.363160, -0.106479, -1.666850], [1.624352, -1.211594, -2.270168], [1.338238, -2.015338, -3.385102], [0.330955, -1.992025, -3.808656], [2.346134, -2.804050, -3.933580], [2.133589, -3.376460, -4.837892], [3.617452, -2.819668, -3.350415], [4.414571, -3.395907, -3.812898], [3.879986, -2.073427, -2.189876], [4.882259, -2.095203, -1.742489], [2.879472, -1.283628, -1.623430], [3.031741, -0.718731, -0.699990], [-1.261204, -0.632993, -2.192970], [-1.664172, -1.979515, -2.025654], [-0.963605, -2.712075, -1.616679], [-2.953421, -2.355953, -2.392096], [-3.244936, -3.409416, -2.332304], [-3.855707, -1.399434, -2.881658], [-4.832181, -1.711750, -3.242045], [-3.483170, -0.051389, -2.948303], [-4.178461, 0.695392, -3.340591], [-2.205031, 0.345522, -2.560176], [-1.907752, 1.397806, -2.555260], [0.735117, 1.565193, -2.145680], [1.302098, 1.718562, -3.424581], [1.541014, 0.817836, -4.000204], [1.519063, 2.998367, -3.912432], [1.911628, 3.113986, -4.920614], [1.209278, 4.110367, -3.113180], [1.347896, 5.107372, -3.516140], [0.718721, 3.947453, -1.812886], [0.487221, 4.828646, -1.198322], [0.504851, 2.664362, -1.298078], [0.174859, 2.485657, -0.275488], [-2.161808, 2.984288, 4.068262], [-1.129059, 1.435175, 3.881242], [0.651238, 1.796331, 4.437304], [-1.849936, 0.117019, 5.036244], [-1.150258, 0.937969, 2.071558], [-2.196386, 3.324335, 5.099804], [-3.191233, 2.795155, 3.717756], [-1.740323, 3.793562, 3.436279], [0.572319, 2.154369, 5.475150], [1.385425, 0.959358, 4.461564], [1.097502, 2.610843, 3.844138], [-2.850879, -0.202051, 4.701618], [-1.233020, -0.797105, 5.145048], [-1.946768, 0.569679, 6.030192], [-2.023681, 0.340242, 1.730964], [-0.981901, 1.692513, 1.267796]],
  "atomic_forces_ev_per_a": [[0.7, -0.2, -0.1], [0.4, -0.2, 0.7], [0.0, -0.1, 1.1], [0.2, 0.5, 0.5], [-0.8, -0.4, 0.1], [-0.1, -2.0, 0.1], [-0.2, -0.7, -0.4], [0.4, 0.2, -0.1], [0.1, 0.5, 0.4], [-0.4, 0.3, 0.1], [0.2, 2.1, -3.7], [-0.2, 0.0, 0.3], [0.0, -0.4, 3.6], [0.1, -0.5, -0.8], [0.6, 0.1, 0.2], [0.4, 0.0, 0.0], [0.0, -0.1, 0.1], [0.2, 0.0, 0.3], [-0.2, 0.3, 0.1], [-0.1, 0.0, 0.1], [0.0, -0.1, -0.1], [-0.5, 0.0, -0.2], [-0.4, 0.0, -0.5], [0.1, -0.1, -0.3], [-0.5, 0.2, -0.1], [-0.1, 0.6, -0.3], [-0.2, 0.2, -0.3], [-0.1, 0.1, -0.1], [0.0, 0.4, 0.0], [0.3, 0.1, -0.1], [0.1, 0.1, 0.2], [-0.1, -0.2, 0.1], [0.1, -0.3, 0.2], [0.2, -0.6, -0.2], [-0.1, -0.3, -0.2], [0.4, 0.1, -1.0], [-0.4, 0.5, 0.4], [-0.1, 0.5, 0.0], [0.1, 0.1, 0.1], [0.0, 0.2, 0.2], [-0.1, -0.4, 0.0], [0.0, 0.0, 0.1], [0.0, 0.0, 0.1], [0.2, -0.4, -0.3], [0.1, -0.3, -0.8], [0.0, 0.1, -0.3], [0.1, 0.4, -0.3], [-1.6, 0.6, -0.5], [0.3, 0.0, -0.1], [0.2, -0.3, -0.1], [0.2, -1.0, -0.1], [-0.1, 0.2, 0.2], [0.4, 0.0, 0.2], [-0.2, -0.4, 0.4], [0.0, -0.3, -0.2], [-0.2, 0.4, 0.1], [-0.1, -0.4, 0.1], [0.3, 0.2, 0.1], [-0.3, 0.5, 0.0], [0.0, -0.1, -0.1], [0.5, 0.3, 0.5], [0.2, -0.2, 1.0]],
  "mulliken_charge": [-0.655, -0.183, -0.008, 0.468, -1.152, -0.736, 0.620, 0.491, 0.692, 0.420, 0.324, -0.577, 1.146, -0.173, -0.158, 0.406, -0.590, 0.391, -0.497, 0.366, -0.559, 0.399, -0.273, 0.293, 0.315, -0.536, 0.735, -0.765, 0.378, -0.555, 0.366, -0.468, 0.392, -0.793, 0.347, 0.112, -0.516, 0.349, -0.521, 0.387, -0.559, 0.363, -0.448, 0.392, -0.042, 0.153, -1.081, 0.444, -0.890, -1.080, -0.534, 0.325, 0.291, 0.295, 0.357, 0.292, 0.380, 0.312, 0.349, 0.347, 0.399, 0.253]
}

---

{
  "formula": "C9H14",
  "method": "the ωB97M-V functional and the def2-TZVPD basis",
  "e_homo_ev": [1.293, -5.346],
  "largest_force_ev_per_a": 1.4,
  "e_above_lowest_kcal_mol": 8.1,
  "multiplicity": 2,
  "orbital_gap_ha": [0.0962, 0.3381],
  "total_charge": -1,
  "lumo_energy_ha": [0.1437, 0.1416],
  "energy_ev": -9558.4441,
  "elements": ["C", "C", "H", "H", "H", "H", "H", "H", "C", "C", "C", "C", "C", "C", "C", "H", "H", "H", "H", "H", "H", "H", "H"],
  "coordinates": [[3.168717, -2.122991, 0.762497], [2.610718, -1.538063, 2.059206], [3.019363, -3.196949, 0.700403], [2.631011, -1.709109, -0.096005], [4.222377, -1.863305, 0.627391], [1.657706, -1.018595, 1.996375], [2.594300, -2.233537, 2.892685], [3.277490, -0.742183, 2.426037], [0.141790, -0.268296, -1.555767], [-1.941542, 2.006544, 0.695123], [-0.841789, 1.406250, 0.124785], [-3.165216, 2.049864, 0.016092], [-0.907032, 0.700649, -1.088303], [-3.243844, 1.391707, -1.204394], [-2.170052, 0.657910, -1.695446], [-1.874661, 2.451415, 1.686750], [0.119551, 1.490338, 0.625389], [-4.042249, 2.553821, 0.402352], [-4.158077, 1.458609, -1.782418], [1.115333, -0.173559, -1.058954], [0.362835, -0.124248, -2.616791], [-2.367415, 0.105450, -2.601658], [-0.209319, -1.281716, -1.315351]],
  "atomic_forces_ev_per_a": [[-0.5, 0.4, -0.3], [0.9, 0.9, 0.6], [0.2, -0.2, 0.0], [0.1, 0.0, 0.1], [-0.1, -0.3, 0.1], [-0.3, -0.4, -0.3], [-0.2, -0.3, 0.0], [0.0, -0.1, -0.2], [0.6, 0.7, 0.1], [-0.8, 0.3, 0.3], [0.6, -0.2, -0.1], [0.3, -0.1, -0.4], [-0.4, -0.3, 0.4], [0.1, -0.1, 0.1], [-0.4, 0.5, 0.0], [0.2, 0.0, -0.2], [-0.1, -0.3, 0.0], [0.1, 0.1, 0.2], [-0.1, -0.2, 0.1], [-0.3, 0.3, 0.2], [-0.3, -0.4, 0.1], [0.4, -0.2, -0.2], [0.0, -0.2, -0.4]],
  "mulliken_charge": [-0.322, -1.338, 0.430, -0.312, 0.274, 0.432, 0.361, 0.371, -1.347, 0.372, -1.649, -0.870, 1.655, -0.246, -1.832, 0.661, 0.214, 0.409, 0.620, -0.016, 0.304, 0.069, 0.758]
}

---

{
  "formula": "C5H14",
  "method": "the ωB97M-V functional and the def2-TZVPD basis",
  "e_homo_ev": -10.972,
  "largest_force_ev_per_a": 5.2,
  "e_above_lowest_kcal_mol": 27.9,
  "multiplicity": 1,
  "orbital_gap_ha": 0.4451,
  "lumo_energy_ha": 0.0419,
  "smiles": "CCC.CC",
  "energy_ev": -5410.8418,
  "elements": ["C", "C", "C", "H", "H", "H", "H", "H", "H", "H", "H", "C", "C", "H", "H", "H", "H", "H", "H"],
  "coordinates": [[-0.313924, 1.122894, 1.953929], [-0.485393, 1.409200, 0.490194], [-1.615297, 0.766151, -0.312216], [-1.000715, 1.647387, 2.539776], [0.758160, 1.252360, 2.206996], [-0.486149, 0.071545, 2.207834], [-0.479364, 2.549485, 0.290523], [0.415506, 1.073612, -0.036893], [-1.445387, 0.919987, -1.368433], [-1.892344, -0.280071, -0.194287], [-2.582867, 1.269050, -0.090351], [0.522485, -1.817315, -1.147732], [1.825941, -1.264744, -0.855142], [-0.131062, -1.118572, -1.704463], [0.635751, -2.745960, -1.828357], [-0.204349, -2.223507, -0.421847], [2.358242, -1.948310, -0.249097], [1.924142, -0.417387, -0.335105], [2.527572, -1.346732, -1.790497]],
  "atomic_forces_ev_per_a": [[1.3, -1.6, -0.5], [0.8, 0.9, -1.7], [-1.8, 1.0, 0.5], [-0.7, 1.2, 1.2], [-0.8, 0.5, 0.3], [-0.1, -0.1, -0.4], [-0.2, -1.7, 0.4], [0.1, 0.1, 0.3], [0.1, 0.1, -0.3], [0.8, -0.2, 0.4], [0.4, 0.0, -0.1], [-3.4, -2.1, -2.6], [3.0, -3.4, -2.6], [0.5, -0.2, -0.1], [-0.1, 1.5, 0.8], [1.0, 0.5, 0.7], [0.6, -1.1, 1.0], [0.0, 3.7, 1.4], [-1.5, 1.0, 1.4]],
  "mulliken_charge": [-1.190, 0.315, -1.317, 0.405, 0.304, 0.288, 0.247, -0.091, 0.357, 0.285, 0.365, -0.747, -0.919, 0.206, 0.295, 0.287, 0.306, 0.402, 0.199]
}

---

Among the records above, which one has the lowest multiplicity? C5H14

---

Which of these has the lowest multiplicity? C5H14